1:
14
Properties=species:S:1:pos:R:3:mulliken_charge:R:1 method="wB97M-V/def2-TZVPD" smiles="[H]/N=c1/oc(O)cn1C" lumo_energy_ev=0.562 spin_multiplicity=1
C 1.450 0.995 0.353 -1.0042
C -0.908 0.710 -0.373 -0.4758
C -1.611 -0.357 -0.070 0.4230
C 0.414 -1.132 -0.049 0.5812
H 1.545 1.956 -0.015 0.3553
H 1.082 1.043 1.396 0.3246
H 2.392 0.496 0.320 0.3370
H -1.104 1.688 -0.655 0.4182
H -3.471 -0.056 -0.437 0.3511
H 2.238 -1.668 -0.322 0.2579
N 0.452 0.197 -0.445 -0.0366
N 1.313 -1.983 -0.057 -0.6816
O -2.923 -0.391 0.282 -0.4957
O -0.870 -1.499 0.073 -0.3543

=====

2:
14
Properties=species:S:1:pos:R:3:mulliken_charge:R:1 method="wB97M-V/def2-TZVPD" smiles="CO[C@H](C#N)C(N)=O" lumo_energy_ev=0.638 spin_multiplicity=1
C 1.487 0.473 1.114 0.0820
C 0.404 -1.532 0.397 0.1879
C -1.209 1.634 -0.501 -0.7197
C 0.209 0.063 0.561 0.4539
N 2.407 1.056 1.500 -0.4312
N 0.359 -1.965 -0.921 -0.3281
O 0.487 -2.213 1.338 -0.5095
O -0.068 0.793 -0.647 -0.4030
H -1.295 2.129 -1.449 0.2456
H -0.939 2.325 0.434 0.3057
H -2.137 1.233 -0.315 0.3464
H -0.627 0.319 1.275 0.3430
H 0.336 -1.395 -1.670 0.1937
H 0.587 -2.921 -1.116 0.2334

=====

3:
14
Properties=species:S:1:pos:R:3:mulliken_charge:R:1 method="wB97M-V/def2-TZVPD" lumo_energy_ev=0.459 spin_multiplicity=1
C 0.740 1.208 -0.425 0.4149
C 2.014 -0.502 -1.805 0.0204
C -1.161 -0.561 1.719 -0.9745
C -1.273 0.675 0.790 -0.3004
N 1.051 -1.468 -2.140 -0.1958
N 1.416 -0.708 -3.053 -0.2848
O 1.134 2.285 -0.147 -0.3847
O -0.143 0.366 -0.178 -0.1631
H 3.067 -0.530 -1.756 0.3464
H -2.194 -0.855 2.105 0.3219
H -0.919 -1.369 0.940 0.2774
H -0.390 -0.516 2.440 0.3272
H -1.188 1.698 1.228 0.3644
H -2.155 0.278 0.282 0.2305

=====

Quick look at relative energies in hartree: 1 0.0061; 2 0.0000; 3 0.1959.

=====

1:
14
Properties=species:S:1:pos:R:3:mulliken_charge:R:1 method="wB97M-V/def2-TZVPD" lumo_energy_ev=0.799 spin_multiplicity=1
C -1.589 -1.069 0.968 -0.6048
C 0.230 0.278 -0.851 0.4834
C 1.927 1.591 -0.695 -0.1054
C 2.227 0.574 0.022 -0.1915
H -2.511 -0.527 1.610 0.2317
H -1.416 -2.409 1.222 0.1946
H -0.625 -0.891 1.247 0.2553
H -2.946 -0.769 -0.594 0.3177
H 2.555 2.591 -0.889 0.2726
H 2.986 0.341 0.819 0.3238
N -1.731 -0.972 -0.464 -0.2252
N -1.139 0.211 -0.776 -0.3874
O 0.782 1.466 -1.483 -0.2708
O 1.249 -0.416 -0.137 -0.2941

=====

2:
14
Properties=species:S:1:pos:R:3:mulliken_charge:R:1 method="wB97M-V/def2-TZVPD" smiles="CN(C=O)C(N)=C=O" lumo_energy_ev=0.543 spin_multiplicity=1
C -1.201 -1.059 -0.288 -1.0101
C 1.436 1.471 0.084 0.4750
C 0.262 0.877 0.104 0.1893
N -0.841 1.699 0.301 -0.5691
C 1.221 -1.359 -0.216 0.1439
N 0.131 -0.494 -0.122 0.0564
O 2.438 2.088 0.082 -0.4386
O 2.400 -1.105 -0.017 -0.5646
H -1.546 1.262 0.885 0.2135
H -0.581 2.615 0.669 0.2517
H 0.919 -2.382 -0.497 0.2510
H -1.756 -0.956 0.650 0.3076
H -1.724 -0.535 -1.094 0.3661
H -1.159 -2.123 -0.540 0.3279

=====

Quick look at relative energies in hartree: 1 0.1622; 2 0.0000.

=====

1:
14
Properties=species:S:1:pos:R:3:mulliken_charge:R:1 method="wB97M-V/def2-TZVPD" smiles="O=C1NOC[C@]12CN2" lumo_energy_ev=0.866 spin_multiplicity=1
C -0.070 -1.200 -0.615 0.2814
C -0.212 0.226 1.371 -0.3348
C 0.210 0.275 -0.053 0.8668
C -0.026 1.427 -0.933 -0.7143
H -1.063 -2.734 0.563 0.2349
H -0.884 1.072 1.706 0.2430
H 0.757 0.300 2.018 0.2096
H -0.328 1.210 -1.916 0.2687
H -0.331 2.430 -0.607 0.2614
H 1.876 0.465 -1.289 0.3155
N -0.577 -1.858 0.441 -0.0086
N 1.297 1.016 -0.580 -0.6915
O 0.238 -1.643 -1.694 -0.6149
O -0.889 -0.986 1.590 -0.3174

=====

2:
14
Properties=species:S:1:pos:R:3:mulliken_charge:R:1 method="wB97M-V/def2-TZVPD" lumo_energy_ev=-1.245 spin_multiplicity=1
C -1.026 1.439 -0.397 -0.0217
C 0.363 -0.526 0.099 0.1218
C -0.043 -1.344 1.261 -0.6851
C 1.824 -0.044 -0.260 0.3631
H -1.225 -1.358 -1.991 0.3998
H -2.147 1.402 -0.555 0.2990
H 0.709 1.843 0.112 0.4352
H -1.214 -1.614 2.037 0.2623
H 0.862 -1.749 1.627 0.2500
H 2.394 -0.865 0.344 0.2181
N -0.654 0.033 -0.816 -0.0156
N -0.252 2.343 0.082 -0.6567
O -1.769 -0.769 -1.109 -0.4635
O 2.179 1.210 -0.433 -0.5068

=====

3:
14
Properties=species:S:1:pos:R:3:mulliken_charge:R:1 method="wB97M-V/def2-TZVPD" lumo_energy_ev=0.874 spin_multiplicity=1
C -1.075 0.161 0.590 0.2450
C 0.417 0.459 0.676 0.3919
C 1.638 0.784 -1.292 -0.3662
C 1.881 -0.459 -0.691 -0.1004
H -1.153 -1.312 -1.022 0.1918
H -2.691 -0.964 -0.390 0.2594
H -2.597 0.303 2.247 0.2452
H 0.596 0.684 1.650 0.2718
H 1.916 1.156 -2.408 0.2769
H 2.515 -1.277 -0.725 0.4601
N -1.586 -0.659 -0.385 -0.4456
N -1.646 0.469 1.682 -0.6294
O 0.731 1.447 -0.255 -0.3968
O 1.055 -0.793 0.321 -0.4038

=====

Quick look at relative energies in hartree: 1 0.0000; 2 0.1932; 3 0.0490.